A 2-piece molecular cluster, C4H10N3 overall at a distorted geometry, computed with ωB97M-V/def2-TZVPD.

HOMO energy ... -14.1 eV
Energy above the lowest of the compared OMol25 structures with the same formula, charge and spin ... 469.7 kJ/mol
Multiplicity ... 1
Calculated total energy ... -8769.7312 eV
Net charge ... +1
Orbital gap ... 10.55 eV

Last column: natural (NBO) charge in e.
Element x y z (Å)
1 C -2.90 -1.11 -0.05  -0.0545
2 C -2.86 -0.19 -0.79  -0.3800
3 C 1.25 0.02 0.17  0.4578
4 C 2.59 -0.42 0.64  -0.6611
5 N 1.14 -0.30 -1.14  -0.8041
6 N 0.50 0.72 0.96  -0.3440
7 N -0.90 1.10 0.51  -0.6080
8 H -2.43 -1.77 0.67  0.2604
9 H -1.55 0.44 -0.09  0.4165
10 H -3.32 0.52 -1.39  0.2722
11 H 2.53 -1.46 0.93  0.2575
12 H 2.87 0.11 1.60  0.2628
13 H 3.35 -0.18 -0.15  0.2408
14 H 1.96 -0.54 -1.68  0.4217
15 H -1.46 1.21 1.42  0.4333
16 H -1.09 2.04 0.19  0.4172
17 H 0.31 -0.17 -1.81  0.4115